(1)
# C21H16MnN3S4SbSe

C21H16MnN3S4SbSe as an isolated structure (ωB97M-V/def2-TZVPD, the OMol25 dataset).

Positions of all 47 atoms, in Å:
Mn 0.54634 0.69850 -0.51117
S 4.21293 2.12569 1.69082
C 3.95653 0.49699 2.25191
C 4.68292 -0.20570 3.19627
C 4.28456 -1.49381 3.49425
C 3.18747 -2.06857 2.85520
C 2.46361 -1.37149 1.91316
C 2.84404 -0.06918 1.60137
N 2.24094 0.77606 0.70289
C 2.83759 1.94492 0.64364
C 2.31696 2.96411 -0.22103
C 2.97675 4.17862 -0.41777
C 2.43183 5.11194 -1.27091
C 1.22674 4.83291 -1.90096
C 0.56571 3.63164 -1.68619
C 1.08622 2.63959 -0.85202
H 5.53050 0.24913 3.68076
H 4.82997 -2.05951 4.23220
H 2.90058 -3.07938 3.10262
H 1.61801 -1.81543 1.40715
H 3.91236 4.35898 0.09721
H 2.93431 6.05165 -1.45046
H 0.79148 5.55784 -2.57513
H -0.37951 3.47554 -2.18827
S 0.94994 -0.13392 -4.68112
Sb -0.61550 -1.07511 -3.22955
S -1.19844 0.93650 -1.88810
S 0.86575 -1.42148 -1.30108
C -1.44826 -2.95061 1.03458
N -2.30375 -1.91224 0.53770
C -2.19143 -0.59358 0.78284
Se -0.86134 0.27067 1.73607
N -3.21591 0.04309 0.18235
C -3.94655 -0.85550 -0.55549
C -5.02410 -0.70259 -1.41117
C -5.48276 -1.84089 -2.05083
C -4.89966 -3.08795 -1.82905
C -3.83771 -3.25358 -0.95632
C -3.36306 -2.11352 -0.32404
H -0.81586 -2.53400 1.81826
H -0.82147 -3.34163 0.22915
H -2.05985 -3.75235 1.44929
H -3.28569 1.04871 0.13731
H -5.46814 0.26419 -1.57920
H -6.30182 -1.75990 -2.74828
H -5.28156 -3.94451 -2.36088
H -3.39167 -4.22087 -0.78801

total charge = 0
HOMO-LUMO gap (spin up / spin down) = 7.4 / 5.8 eV
multiplicity = 6
largest force on an atom = 1.86 eV Å⁻¹

***

(2)
# C4H13NOS

A 2-piece molecular cluster, C4H13NOS overall (ωB97M-V/def2-TZVPD, the OMol25 dataset).

Positions of all 20 atoms, in Å:
C -1.97656 -0.26817 -1.41097
C -1.11214 0.14676 -0.14931
C -0.54419 -1.09535 0.70208
C 1.07412 -0.95663 0.89474
S 2.02889 -1.29574 -0.64540
N -1.98733 1.01768 0.59825
H -2.83228 -0.83299 -1.13623
H -1.27038 -0.98209 -1.91673
H -1.98479 0.49846 -2.18997
H -0.28292 0.64513 -0.63393
H -0.91369 -1.07039 1.75304
H -0.63530 -1.90915 0.00391
H 1.33934 -0.00145 1.26775
H 1.50673 -1.73357 1.57436
H 0.97415 -1.61384 -1.35466
H -1.33870 1.64426 1.18678
H -2.63037 1.47825 0.02219
H 3.81468 2.84081 0.35358
H 3.34340 1.39504 0.21789
O 3.42737 2.09295 0.86265

total charge = +1
HOMO-LUMO gap (spin up / spin down) = 11.4 / 3.9 eV
multiplicity = 2
largest force on an atom = 5.66 eV Å⁻¹

***

(3)
# C4H7F2N2

An isolated ion of composition C4H7F2N2 and charge +1 (ωB97M-V/def2-TZVPD, the OMol25 dataset).

Positions of all 15 atoms, in Å:
C -1.46265 0.98831 1.43037
C 0.03199 0.53591 -0.39388
C -1.32462 -0.12041 -0.71273
C 1.21665 -0.41126 -0.32973
N -0.21743 1.16043 1.02861
N -2.26178 0.29205 0.73645
F -1.72195 1.52164 2.57841
F -1.95763 0.50599 -1.69700
H 0.08652 1.35666 -1.08141
H -1.33395 -1.25824 -0.87400
H 1.40561 -0.97745 -1.30126
H 0.93178 -1.08371 0.45839
H 2.30516 0.09600 -0.25430
H 0.32492 1.89578 1.52947
H -3.19663 -0.03103 0.95493

SMILES = C[C@@H]1NC(F)=[NH+][C@H]1F
total charge = +1
HOMO-LUMO gap = 12.2 eV
largest force on an atom = 4.11 eV Å⁻¹

***

Values for energy above the lowest of the compared OMol25 structures with the same formula, charge and spin, kJ/mol, ordered as above
35.0 224.3 55.3